Version w
Entry from the Open Molecules 2025 dataset: a single C4H6N2OS molecule (wB97M-V/def2-TZVPD).

**Kohn-Sham gap**: 9.1 eV

The geometry in ORCA input format:
```
! RIJCOSX wB97M-V def2-TZVPD def2/J DEFGRID3
* xyz 0 1
C 2.37 0.11 0.87
C 1.01 -0.45 0.70
N -0.03 0.07 -0.18
C -0.11 1.41 -0.24
O 0.52 2.26 0.31
C -1.05 -0.83 -0.64
N -2.33 -0.41 -0.54
S -0.74 -2.40 -1.02
H 2.89 1.12 0.29
H 2.81 -0.62 1.76
H 0.82 -1.48 1.23
H -0.68 1.64 -1.16
H -2.85 -1.07 -1.11
H -2.64 0.65 -0.25
*
```


Version x
Entry from the Open Molecules 2025 dataset: a single C4H6N2OS molecule (wB97M-V/def2-TZVPD).

**Kohn-Sham gap**: 8.3 eV

The geometry in ORCA input format:
```
! RIJCOSX wB97M-V def2-TZVPD def2/J DEFGRID3
* xyz 0 1
C 2.44 0.14 -0.18
N 1.14 0.27 0.52
S 0.00 -0.61 0.03
O 0.18 -1.95 -0.44
C -1.34 -0.20 1.28
C -2.26 0.48 0.62
N -2.15 0.66 -0.71
C -1.07 0.26 -1.23
H 3.12 -0.47 0.45
H 2.98 1.22 -0.22
H 2.12 -0.17 -1.25
H -1.23 -0.63 2.28
H -3.26 0.57 1.02
H -0.67 0.43 -2.17
*
```


Version y
Entry from the Open Molecules 2025 dataset: a single C4H6N2OS molecule (wB97M-V/def2-TZVPD).

**Kohn-Sham gap**: 9.0 eV

The geometry in ORCA input format:
```
! RIJCOSX wB97M-V def2-TZVPD def2/J DEFGRID3
* xyz 0 1
N 0.94 -1.98 1.45
C -0.40 -2.05 1.04
N -1.01 -1.25 0.26
C -0.24 -0.26 -0.39
C -0.64 1.01 -0.61
C 0.32 1.79 -1.36
O 1.46 1.34 -1.61
S 0.06 3.47 -1.71
H 1.32 -0.95 1.49
H 1.28 -2.38 2.34
H -0.91 -2.94 1.47
H 0.79 -0.66 -0.59
H -1.63 1.30 -0.33
H -1.35 3.56 -1.44
*
```


Version z
Entry from the Open Molecules 2025 dataset: C4H6N2OS as an isolated structure (wB97M-V/def2-TZVPD).

**Kohn-Sham gap**: 9.7 eV

The geometry in ORCA input format:
```
! RIJCOSX wB97M-V def2-TZVPD def2/J DEFGRID3
* xyz 0 1
C 3.23 0.02 -0.06
C -0.45 0.08 0.61
C -0.67 1.59 0.03
C -1.82 -0.28 0.00
H 4.06 0.75 0.22
H 3.46 -1.03 -0.37
H -0.47 0.33 1.73
H -0.86 2.29 0.80
H 0.04 2.02 -0.74
H -2.82 1.34 -0.63
N 2.09 0.41 0.11
N -1.90 0.94 -0.44
O -2.54 -1.33 0.09
S 0.86 -0.80 -0.19
*
```


The data favor version y; the next most stable structure lies 1.314 eV above it.


Version w
Entry from the Open Molecules 2025 dataset: C4H6N2OS as an isolated structure (wB97M-V/def2-TZVPD).

**Kohn-Sham gap**: 9.2 eV

The geometry in ORCA input format:
```
! RIJCOSX wB97M-V def2-TZVPD def2/J DEFGRID3
* xyz 0 1
C 2.01 0.13 0.20
C 2.89 -0.91 0.38
C 0.03 -1.06 -0.63
C -2.06 -0.34 -0.16
H -0.46 1.82 1.31
H 2.48 1.10 -0.15
H 3.83 -0.49 0.58
H 2.35 -1.78 0.77
H 0.78 -1.89 -0.90
H -2.57 0.68 -1.01
N 0.70 0.12 -0.20
N -1.12 -1.23 -0.66
O -2.27 -0.63 1.12
S -0.16 1.66 -0.14
*
```


Version x
Entry from the Open Molecules 2025 dataset: a single C4H6N2OS molecule (wB97M-V/def2-TZVPD).

**Kohn-Sham gap**: 7.9 eV

The geometry in ORCA input format:
```
! RIJCOSX wB97M-V def2-TZVPD def2/J DEFGRID3
* xyz 0 1
C 0.81 2.32 -0.79
N 0.46 0.85 -0.72
N -0.39 0.37 0.07
C -0.45 -0.88 0.47
C 0.53 -1.88 0.07
O 1.37 -1.65 -0.73
C -1.67 -1.26 1.22
S -2.11 -2.57 2.00
H 0.03 2.62 0.03
H 0.62 2.74 -1.83
H 1.78 2.53 -0.40
H 1.36 0.24 -0.84
H 0.20 -2.98 0.26
H -2.54 -0.45 1.18
*
```


Version y
Entry from the Open Molecules 2025 dataset: a single C4H6N2OS molecule (wB97M-V/def2-TZVPD).

**Kohn-Sham gap**: 9.3 eV

The geometry in ORCA input format:
```
! RIJCOSX wB97M-V def2-TZVPD def2/J DEFGRID3
* xyz 0 1
C -0.64 2.37 -0.05
C -0.22 0.94 -0.02
C -0.61 -0.11 -0.83
N 0.07 -1.19 -0.34
O -0.12 -2.46 -0.81
C 0.80 -0.81 0.71
S 1.92 -1.92 1.53
N 0.67 0.47 0.95
H -1.33 2.44 -0.90
H -1.11 2.72 0.87
H 0.22 3.04 -0.20
H -1.31 -0.16 -1.69
H 0.70 -2.64 -1.28
H 0.97 -2.70 2.06
*
```


The data favor version y; the next most stable structure lies 1.457 eV above it.


Version w
Entry from the Open Molecules 2025 dataset: a single C4H6N2OS molecule (wB97M-V/def2-TZVPD).

**Kohn-Sham gap**: 8.4 eV

The geometry in ORCA input format:
```
! RIJCOSX wB97M-V def2-TZVPD def2/J DEFGRID3
* xyz 0 1
C -1.75 -1.50 -2.45
N -0.79 -0.82 -1.81
N -0.37 -1.34 -0.55
C 0.29 -0.28 0.08
C 1.60 0.18 -0.54
O 1.92 1.38 -0.66
C -0.36 0.90 0.85
S -0.18 0.86 2.45
H -2.22 -1.00 -3.38
H -2.04 -2.66 -2.19
H -0.94 -2.11 -0.25
H 0.72 -0.62 1.03
H 2.39 -0.84 -0.68
H -0.94 1.78 0.57
*
```


Version x
Entry from the Open Molecules 2025 dataset: a single C4H6N2OS molecule (wB97M-V/def2-TZVPD).

**Kohn-Sham gap**: 8.5 eV

The geometry in ORCA input format:
```
! RIJCOSX wB97M-V def2-TZVPD def2/J DEFGRID3
* xyz 0 1
C 1.29 1.55 0.23
N 0.49 0.45 -0.64
N -0.87 0.51 -0.17
C -1.38 -0.81 -0.06
O -2.75 -1.04 -0.10
C -0.36 -1.70 0.06
C 0.89 -0.86 -0.22
S 2.50 -1.36 -0.16
H 1.25 2.55 -0.19
H 1.09 1.32 1.29
H 2.39 1.30 0.19
H -1.30 1.13 -0.88
H -3.18 -0.26 0.12
H -0.06 -2.78 0.51
*
```


The data favor version x; the next most stable structure lies 2.249 eV above it.